Record 1
47
Properties=species:S:1:pos:R:3:nbo_charge:R:1 method="wB97M-V/def2-TZVPD" orbital_gap_ev=5.15 total_charge=-2 homo_ev=-1.193
Rb -0.854 -1.535 0.692 0.94
Ge 0.297 0.950 2.557 0.63
Cl 0.996 -3.153 -7.138 -0.09
F -2.894 -3.631 4.305 -0.57
F -0.779 -2.763 4.095 -0.57
F -1.620 -4.070 2.420 -0.59
F -2.483 -1.986 2.747 -0.60
O -1.319 -2.579 -1.766 -0.73
O 0.064 -0.030 -1.733 -0.58
C 0.002 -1.666 -3.510 -0.32
C 0.341 -0.405 -2.853 0.43
C -3.314 2.019 4.722 -0.23
C 2.036 3.415 2.923 -0.25
C -0.414 2.296 1.212 -1.10
C 0.312 -2.958 -5.523 -0.13
C 1.737 2.129 3.389 -0.35
C -1.109 1.289 3.985 -0.35
C 3.578 2.412 4.975 -0.25
C -0.850 0.933 5.313 -0.16
C 3.844 3.687 4.493 -0.27
C -3.022 1.677 6.034 -0.26
C -1.779 1.127 6.324 -0.23
C -1.020 -3.865 -3.728 -0.31
C 2.553 1.652 4.422 -0.17
C -0.818 -2.693 -2.906 0.44
C -0.474 -3.984 -4.975 -0.21
C 3.067 4.183 3.456 -0.22
C -2.368 1.827 3.720 -0.24
C 0.538 -1.822 -4.795 -0.17
B -1.941 -3.120 3.421 1.34
H 0.100 0.476 5.563 0.19
H 4.177 2.002 5.781 0.19
H 4.648 4.282 4.913 0.19
H -4.285 2.434 4.470 0.18
H -1.300 1.919 0.693 0.20
H -0.646 -4.883 -5.557 0.20
H 0.937 0.265 -3.513 0.07
H 1.144 -1.025 -5.213 0.20
H -2.629 2.107 2.704 0.20
H 2.394 0.648 4.801 0.19
H -3.757 1.823 6.819 0.18
H -1.624 -4.659 -3.311 0.21
H 3.257 5.175 3.059 0.18
H 1.444 3.840 2.122 0.20
H 0.341 2.469 0.443 0.21
H -1.535 0.830 7.338 0.19
H -0.690 3.249 1.676 0.19

Record 2
14
Properties=species:S:1:pos:R:3:nbo_charge:R:1 method="wB97M-V/def2-TZVPD" orbital_gap_ev=10.57 total_charge=0 homo_ev=-9.458 smiles="O=CCC1CC1"
O 1.528 1.483 -0.953 -0.52
C -1.535 -0.865 0.127 -0.43
C -0.193 -0.442 -0.335 -0.25
C 1.882 0.731 -0.077 0.44
C 0.968 -0.244 0.601 -0.51
C -1.209 0.626 -0.403 -0.39
H 0.616 0.183 1.554 0.24
H 2.950 0.728 0.168 0.11
H -1.549 0.997 -1.371 0.22
H -2.034 -1.691 -0.403 0.22
H -1.264 1.394 0.379 0.21
H -1.744 -0.906 1.198 0.21
H 1.513 -1.166 0.835 0.22
H 0.069 -0.828 -1.320 0.22

Record 3
13
Properties=species:S:1:pos:R:3:nbo_charge:R:1 method="wB97M-V/def2-TZVPD" multiplicity=2 orbital_gap_ev="4.45 / 4.21" total_charge=+3 homo_ev="-20.029 / -20.029"
Rb -0.548 -1.458 -0.433 1.00
Mg -0.430 1.370 3.587 1.91
O 1.734 -0.374 -2.884 -0.63
O -0.923 1.748 1.655 -0.99
O 3.132 -0.072 -4.703 -0.42
C 2.426 -0.218 -3.809 1.05
C -2.197 2.461 1.321 -0.17
C -1.677 3.782 0.817 -0.25
H -2.329 4.323 0.130 0.27
H -0.271 2.462 1.133 0.55
H -1.088 4.379 1.515 0.21
H -2.683 1.898 0.517 0.25
H -2.781 2.575 2.242 0.22

Record 4
69
Properties=species:S:1:pos:R:3:nbo_charge:R:1 method="wB97M-V/def2-TZVPD" multiplicity=3 orbital_gap_ev="4.26 / 7.60" total_charge=-1 homo_ev="-2.114 / -5.454"
Br 0.545 3.416 -0.641 -0.55
Ti 0.505 1.333 0.787 1.32
S -2.338 2.017 -0.659 1.32
S 4.734 0.782 -0.828 0.29
F 2.775 3.002 4.564 -0.32
F 2.686 3.515 2.464 -0.30
F 1.759 4.818 3.933 -0.33
O 0.643 -0.523 -2.727 -0.61
O 0.167 -0.438 1.720 -0.65
O -0.273 -4.398 -0.387 -0.60
O 0.282 2.295 2.418 -0.74
O 0.100 2.654 4.620 -0.61
O -1.641 1.332 0.512 -0.97
N 0.344 -0.412 -0.485 -0.72
N -0.040 -2.442 0.694 -0.66
N 2.468 1.025 0.499 -0.67
C -3.297 -1.250 -0.436 -0.62
C -4.815 3.105 -1.060 -0.41
C 0.656 2.774 3.554 0.71
C 3.418 0.566 1.406 0.22
C 0.096 -3.253 -0.417 0.73
C -1.188 -3.022 -3.205 -0.62
C 5.754 -0.076 1.667 -0.23
C 3.187 0.259 2.747 -0.27
C 0.165 -1.080 0.656 0.80
C 4.234 -0.204 3.532 -0.20
C -6.156 3.542 -0.480 -0.60
C 2.975 -2.659 -0.127 -0.62
C 4.709 0.380 0.879 -0.23
C 0.788 -2.606 -1.606 -0.27
C 0.578 -1.085 -1.658 0.71
C -2.650 0.754 -1.914 -0.62
C -4.005 2.295 -0.053 -0.61
C 2.002 3.532 3.599 0.89
C 0.292 -3.261 -2.898 -0.37
C -3.651 -0.360 -1.627 -0.41
C 2.323 -2.846 -1.496 -0.37
C 5.513 -0.368 3.006 -0.25
C 3.034 1.186 -0.752 -0.29
H -1.395 -1.955 -3.311 0.21
H 4.057 -2.743 -0.221 0.22
H 6.744 -0.207 1.240 0.21
H -4.235 3.983 -1.356 0.22
H -6.713 4.150 -1.196 0.21
H -6.011 4.136 0.426 0.21
H 2.497 1.507 -1.623 0.24
H -4.095 -1.968 -0.237 0.21
H -4.481 1.346 0.203 0.22
H -2.383 -1.814 -0.643 0.21
H 2.640 -3.418 0.586 0.20
H -2.934 1.330 -2.802 0.23
H -4.650 0.067 -1.495 0.19
H 2.787 -2.165 -2.211 0.23
H 2.769 -1.677 0.299 0.23
H 0.471 -4.332 -2.804 0.22
H -0.372 -2.849 1.555 0.43
H -4.982 2.514 -1.966 0.20
H 2.197 0.377 3.164 0.23
H -3.119 -0.666 0.468 0.23
H -3.836 2.860 0.866 0.25
H 4.051 -0.440 4.574 0.21
H 2.501 -3.867 -1.841 0.20
H -1.824 -3.435 -2.416 0.21
H 6.320 -0.720 3.639 0.20
H -6.773 2.678 -0.220 0.20
H -3.703 -0.976 -2.529 0.21
H -1.644 0.366 -2.095 0.28
H -1.465 -3.509 -4.142 0.21
H 0.904 -2.875 -3.713 0.22

Energy above the lowest of the compared OMol25 structures with the same formula, charge and spin values, unit kcal/mol, following the record order: 0.0; 39.0; 0.0; 17.2.
Largest force on an atom values, unit eV Å⁻¹, following the record order: 0.42; 1.86; 3.13; 2.03.
E values, unit hartree, following the record order: -3908.65409; -270.49579; -566.02673; -6029.91615.